Entry 1:
{"formula": "C12H14N2", "method": "ωB97M-V/def2-TZVPD", "e_homo_ha": -0.30823, "symbols": ["C", "C", "C", "C", "C", "N", "C", "C", "C", "C", "N", "C", "C", "C", "H", "H", "H", "H", "H", "H", "H", "H", "H", "H", "H", "H", "H", "H"], "coordinates": [[2.9808, -1.0326, -1.2932], [2.1638, 0.1653, -1.7742], [0.7900, -0.2217, -2.1395], [0.1118, -0.5266, -0.7406], [-0.2046, -1.8057, -0.2408], [0.4240, -3.0035, -0.6529], [-1.1509, -1.9819, 0.9380], [-1.4274, -0.8673, 1.7200], [-1.0321, 0.4666, 1.3279], [-1.3771, 1.6199, 2.1410], [-1.1639, 2.7794, 1.8115], [-0.7415, 2.9656, 0.4852], [-0.4653, 1.9599, -0.3913], [-0.4721, 0.6317, 0.0777], [4.1323, -1.0700, -1.3874], [3.0087, -1.2641, -0.1768], [2.5376, -2.0280, -1.8712], [2.8053, 0.3871, -2.5930], [2.0541, 0.9688, -1.0858], [0.7374, -1.2765, -2.5248], [0.3470, 0.6087, -2.8453], [-0.2699, -3.7466, -0.4872], [0.3054, -3.0099, -1.6588], [-1.4408, -2.9864, 1.1569], [-1.9672, -0.9724, 2.6265], [-1.4782, 1.4496, 3.2340], [-0.5896, 4.0197, 0.2047], [-0.0560, 2.2484, -1.3620]], "forces_ev_per_angstrom": [[0.9009, -3.6647, 1.3929], [2.2111, -1.3441, -0.3381], [-1.8676, -1.0944, 0.9010], [-2.9630, 1.3996, 0.9898], [-0.8389, 1.4516, 1.9868], [-1.9781, -0.5473, -1.1729], [2.3144, 2.9867, -1.1412], [0.7936, -0.8076, -1.3890], [-1.2288, -1.4157, 0.6196], [0.8697, -5.5199, 2.1525], [1.0955, 5.1005, -3.1890], [-0.4500, 0.8583, 0.7094], [1.0340, 1.0532, 0.1549], [0.9774, -1.8665, -2.0871], [-1.7621, 0.7222, -0.8569], [-1.0646, 0.2081, -1.2151], [1.4517, 2.4334, 1.6386], [-0.1308, 1.3586, -1.2312], [0.6562, 0.7812, 0.6250], [0.2668, 1.3847, -0.9147], [0.1298, -1.9584, 1.5919], [0.5982, 0.0068, 0.7248], [1.0245, 0.0752, -0.7001], [-0.2125, -0.3488, 0.3898], [-0.5508, -0.1450, 0.7096], [-0.7975, -0.2243, -0.6406], [-0.2321, -0.6176, 0.0660], [-0.2470, -0.2659, 0.2232]]}

Entry 2:
{"formula": "C12H14N2O3S", "method": "ωB97M-V/def2-TZVPD", "e_homo_ha": -0.31112, "symbols": ["O", "C", "C", "C", "C", "C", "C", "C", "N", "O", "O", "S", "N", "C", "C", "C", "C", "C", "H", "H", "H", "H", "H", "H", "H", "H", "H", "H", "H", "H", "H", "H"], "coordinates": [[1.6227, 2.5567, -0.7763], [1.2941, 1.5170, -0.3727], [-0.1783, 1.5839, 0.0055], [-1.2124, 0.6668, -0.3082], [-2.6385, 0.6447, -0.2398], [-3.4352, 1.6436, 0.7677], [-4.6837, 1.3695, 0.7187], [-5.0482, 0.1767, 0.1106], [-6.2413, -0.3057, -0.4852], [-7.1130, 0.0650, 0.2879], [-6.2637, -1.6654, -0.9328], [-3.5691, -0.4230, -0.8504], [2.0493, 0.5063, -0.2618], [1.5440, -0.8151, 0.4459], [2.6341, -1.4480, 1.2689], [3.6800, -1.9426, 0.3954], [3.7142, -0.9349, -1.1635], [3.3003, 0.4074, -0.7287], [-0.6154, 2.2825, 0.5642], [-0.8512, -0.0583, -1.1434], [-2.8399, 2.3531, 1.1791], [-5.4987, 1.7877, 1.3056], [1.1288, -1.7102, -0.3827], [0.6527, -0.5858, 1.2559], [3.0149, -0.6240, 2.0082], [2.3984, -2.3592, 1.8884], [3.6370, -2.7736, -0.0022], [4.7368, -1.7556, 0.5784], [4.6723, -0.8841, -1.5893], [3.0798, -1.5759, -1.8882], [3.2195, 1.2927, -1.5864], [3.8099, 1.0077, -0.0687]], "forces_ev_per_angstrom": [[2.7808, 5.7268, -2.6423], [-5.6545, -0.0163, 1.7787], [-2.8911, -6.3575, -1.3017], [4.6825, -0.1365, -3.6522], [0.9479, 6.5672, 5.8578], [5.6390, -3.3028, -4.6076], [-5.7296, -1.0172, 1.5042], [3.6928, -1.5822, -5.1911], [0.2974, -6.3990, 4.7269], [-2.3177, 0.7553, -1.9373], [0.2501, 5.8425, 0.0836], [-4.5649, -2.7240, -0.7749], [-4.4837, -8.1774, 3.9486], [-3.5758, -0.7880, 0.0099], [0.7149, 1.0400, 2.4013], [3.8902, 9.8336, -1.9159], [-1.4905, -3.2413, 2.1803], [0.8833, 3.7004, -5.5654], [-0.2536, 3.7222, 2.3894], [-0.4980, 0.5349, 1.7337], [1.0341, 2.1280, 1.5506], [0.3013, 0.5896, -0.1211], [1.0193, 2.9639, 2.2022], [2.0433, -0.2329, -2.6725], [-0.5093, -1.5389, -1.2080], [-0.8585, 1.2478, -0.3419], [-1.1398, -8.5682, -3.2380], [-0.1295, -0.1139, 1.1430], [1.4843, -0.2436, -0.2006], [0.5252, 1.8049, 1.0764], [0.8363, -2.3422, 1.0407], [3.0738, 0.3248, 1.7433]]}

Entry 3:
{"formula": "C12H14N4O5PtS", "method": "ωB97M-V/def2-TZVPD", "spin_multiplicity": 5, "total_charge": 2, "e_homo_ha": [-0.51398, -0.57548], "symbols": ["Pt", "C", "C", "N", "N", "C", "N", "S", "C", "C", "C", "C", "C", "N", "H", "H", "H", "H", "H", "H", "H", "H", "H", "O", "C", "O", "C", "O", "C", "C", "O", "O", "H", "H", "H", "H", "H"], "coordinates": [[0.7082, -0.3222, -0.3939], [-0.5450, 0.4510, 3.8029], [-0.1916, 0.4962, 2.3676], [0.1983, -0.5694, 1.6754], [0.4674, -1.6625, 2.3327], [1.2969, -2.5320, 1.6139], [1.3882, -3.7220, 2.1707], [2.2134, -2.0553, 0.2719], [-0.1060, 1.7501, 1.6152], [-0.5571, 2.9578, 2.1205], [-0.3573, 4.1187, 1.3790], [0.2960, 4.0350, 0.1663], [0.7255, 2.7884, -0.2851], [0.5305, 1.6835, 0.4179], [-0.7187, -0.5655, 4.1388], [-1.4304, 1.0573, 3.9940], [0.2728, 0.8809, 4.3905], [0.8710, -3.9189, 3.0166], [1.9900, -4.4376, 1.7911], [-1.0542, 3.0027, 3.0784], [-0.7057, 5.0709, 1.7550], [0.4850, 4.9128, -0.4352], [1.2440, 2.6754, -1.2282], [1.5124, -0.3790, -4.6602], [1.0817, -0.6196, -3.4552], [1.3554, 0.0857, -2.4906], [0.2361, -1.8646, -3.3809], [-0.2402, -2.0219, -2.0575], [-1.4968, -2.5610, -1.9276], [-2.7209, 0.4041, -1.8869], [-3.7647, 0.0668, -2.2314], [-1.6573, 0.7454, -1.5365], [2.0855, 0.4073, -4.6801], [0.8539, -2.7173, -3.6762], [-0.5861, -1.7779, -4.0947], [-1.7687, -2.7719, -0.9066], [-1.9113, -3.0914, -2.7717]], "forces_ev_per_angstrom": [[-0.0073, -0.0653, -0.1474], [0.0226, 0.0163, 0.0060], [0.0142, 0.0755, -0.0165], [0.0166, 0.0039, 0.0209], [0.0860, -0.0866, -0.1489], [-0.2051, 0.0181, 0.2710], [-0.0019, 0.0330, -0.0642], [0.0920, -0.0350, 0.0196], [-0.0137, -0.0889, 0.0202], [-0.0007, 0.0319, 0.0167], [0.0017, -0.0057, -0.0080], [0.0030, 0.0053, -0.0015], [0.0172, -0.0191, 0.0039], [-0.0059, 0.0722, 0.0610], [0.0048, -0.0024, -0.0050], [-0.0061, -0.0027, -0.0062], [-0.0089, -0.0095, 0.0083], [0.0158, -0.0026, 0.0172], [0.0132, 0.0072, -0.0126], [-0.0100, -0.0083, -0.0059], [0.0050, 0.0006, 0.0029], [-0.0028, 0.0024, 0.0032], [-0.0049, 0.0062, -0.0040], [0.0091, -0.0097, -0.0113], [-0.0394, -0.0765, 0.1484], [-0.0650, 0.0873, -0.0704], [-0.0036, -0.0222, -0.0486], [0.0453, 0.0159, -0.0409], [0.1024, 0.0243, 0.0117], [-0.0398, -0.0659, -0.0035], [0.1125, 0.0764, 0.0363], [-0.1051, 0.0213, -0.0283], [-0.0031, -0.0067, -0.0210], [-0.0105, -0.0116, 0.0093], [0.0004, 0.0412, -0.0100], [-0.0147, -0.0128, 0.0007], [-0.0133, -0.0075, -0.0033]]}

Entry 4:
{"formula": "C12H14O", "method": "ωB97M-V/def2-TZVPD", "e_homo_ha": -0.27182, "symbols": ["C", "C", "C", "C", "C", "C", "O", "C", "C", "H", "H", "H", "H", "H", "H", "H", "H", "C", "C", "C", "C", "H", "H", "H", "H", "H", "H"], "coordinates": [[3.5101, -0.5413, -0.5818], [2.9319, 0.2540, -1.4781], [1.7656, 1.0414, -1.1787], [1.2538, 1.0018, 0.2351], [0.2288, 1.7846, 0.5886], [-0.5469, 2.4215, 1.5878], [-0.5260, 2.8796, 0.2217], [1.8525, 0.1440, 1.1892], [2.9979, -0.4933, 0.8640], [4.3030, -1.2451, -0.6643], [3.1427, 0.2588, -2.5464], [1.8139, 2.1296, -1.2602], [0.9724, 0.5600, -1.7591], [-1.4540, 1.9553, 1.9919], [-0.1955, 3.0724, 2.3575], [1.5210, 0.1151, 2.2516], [3.4504, -1.1173, 1.5931], [-1.7192, -2.6625, 0.9630], [-2.1011, -1.5898, 0.0207], [-2.5525, -0.6750, -0.6103], [-3.0917, 0.3313, -1.4709], [-1.9674, -2.2067, 2.0244], [-2.2875, -3.5062, 0.7269], [-0.6001, -2.8407, 0.8989], [-3.4291, 1.2930, -1.1364], [-2.6632, 0.2959, -2.4641], [-4.2251, 0.0198, -1.6269]], "forces_ev_per_angstrom": [[-1.0443, 0.7887, 2.5084], [1.6323, -1.0459, -0.7536], [-2.1324, 0.8193, 1.4241], [-1.7441, 0.8536, -0.2138], [1.0050, 0.0519, 0.6186], [-1.2332, -0.8493, 1.3235], [0.1656, -0.4682, -0.6534], [1.6077, -0.7648, 1.5258], [-1.0049, 0.0586, -1.7145], [0.5697, -0.2276, -0.9137], [0.5740, -0.2637, 0.2166], [0.3310, -0.0981, -1.4979], [-0.1949, 0.7543, -0.5376], [-0.1153, -0.0203, -0.8162], [0.9308, 0.6846, 0.0103], [-0.0060, 0.0688, -0.9862], [0.5954, -0.3963, 0.4467], [1.5669, 3.1115, 1.4647], [-0.0356, -0.1194, 0.4798], [0.6587, -0.0519, 0.5661], [-4.0416, -1.1307, -1.2301], [0.5150, -1.3877, -1.9152], [-0.6787, -1.5558, 0.0810], [-1.3990, -0.0377, 0.1907], [1.3411, 0.8912, 0.6649], [0.2146, 0.4668, -0.0670], [1.9222, -0.1319, -0.2220]]}

Let's list relative energy (zero: lowest compared OMol25 entry of this formula, charge and spin) in order: 296.0 1378.7 1.6 472.3 kJ/mol.
Let's list electronic energy in order: -575.0884 -1198.6125 -1577.7535 -540.6696 hartree.
Let's list molar mass in order: 186.3 266.3 521.4 174.2 u.